No. 1
DFT (ωB97M-V with the def2-TZVPD basis set) results for a cluster of 2 separate species, C2H5NSi in total in a non-equilibrium geometry.

```
9
C2H5NSi ωB97M-V with the def2-TZVPD basis set
C -1.84 2.13 0.88
C -1.01 1.57 0.23
N 0.76 -1.82 0.05
Si 0.82 -0.31 -0.73
H -2.35 2.80 1.55
H 1.21 -2.38 0.71
H -0.24 -2.08 -0.01
H 0.47 -0.19 -2.25
H 2.19 0.29 -0.43
```

Orbital gap, eV: 8.9
Total charge: 0
Highest occupied orbital energy, eV: -9.2435
ΔE to the lowest compared entry with this formula, charge and spin, eV: 3.560


No. 2
DFT (ωB97M-V with the def2-TZVPD basis set) results for an isolated molecule of C2H5NSi in a non-equilibrium geometry.

```
9
C2H5NSi ωB97M-V with the def2-TZVPD basis set
C 0.99 -1.15 -1.87
C 0.80 -0.57 -0.84
N 0.52 0.09 0.28
Si -0.94 0.54 1.02
H 1.26 -1.62 -2.79
H 1.40 0.95 0.22
H -2.32 0.83 0.21
H -0.33 1.55 1.96
H -1.39 -0.61 1.81
```

Orbital gap, eV: 9.4
Total charge: 0
SMILES string: C#CN[SiH3]
Highest occupied orbital energy, eV: -8.9195
ΔE to the lowest compared entry with this formula, charge and spin, eV: 2.345


No. 3
DFT (ωB97M-V with the def2-TZVPD basis set) results for a cluster of 2 separate species, C2H5NSi in total in a non-equilibrium geometry.

```
9
C2H5NSi ωB97M-V with the def2-TZVPD basis set
C -2.93 -0.25 -0.07
C -1.85 0.25 -0.03
N 0.53 1.06 0.11
Si 1.64 -0.17 0.01
H -3.94 -0.22 -0.33
H 0.12 1.42 1.05
H 1.37 -1.09 -1.15
H 2.11 -1.27 0.89
H 2.95 0.28 -0.48
```

Orbital gap (spin up / spin down), eV: 7.3 / 7.3
Total charge: 0
Highest occupied orbital energy (spin up / spin down), eV: -10.7022 / -10.6968
ΔE to the lowest compared entry with this formula, charge and spin, eV: 7.507


No. 4
DFT (ωB97M-V with the def2-TZVPD basis set) results for a cluster of 2 separate species, C2H5O in total in a non-equilibrium geometry.

```
8
C2H5O ωB97M-V with the def2-TZVPD basis set
O -0.75 -1.81 -0.71
H -1.26 -2.32 -1.36
C 0.84 0.51 0.39
C 0.06 1.58 0.54
H 1.76 0.64 -0.17
H 0.44 -0.49 0.50
H 0.34 2.60 0.30
H -0.98 1.39 0.76
```

Orbital gap, eV: 6.8
Total charge: -1
Highest occupied orbital energy, eV: -2.2002
ΔE to the lowest compared entry with this formula, charge and spin, eV: 0.945


No. 5
DFT (ωB97M-V with the def2-TZVPD basis set) results for the ion C2H5O with charge -1 in a non-equilibrium geometry.

```
8
C2H5O ωB97M-V with the def2-TZVPD basis set
C 0.38 0.15 0.29
O 0.88 -0.88 -0.40
C -1.13 0.53 0.02
H 0.66 0.03 1.39
H 0.85 1.15 0.10
H -1.16 1.62 -0.03
H -1.53 0.04 -0.86
H -1.85 0.38 0.85
```

Orbital gap, eV: 6.9
Total charge: -1
SMILES string: CC[O-]
Highest occupied orbital energy, eV: -1.7737
ΔE to the lowest compared entry with this formula, charge and spin, eV: 0.378


No. 6
DFT (ωB97M-V with the def2-TZVPD basis set) results for an isolated molecule of C2H5O2PS2 in a non-equilibrium geometry.

```
12
C2H5O2PS2 ωB97M-V with the def2-TZVPD basis set
C 1.01 -1.02 -0.29
C -1.03 0.79 0.46
O 1.79 -1.57 0.75
O -1.64 1.26 -0.61
P -0.86 -1.05 0.21
S 1.59 0.63 -0.75
S 0.55 1.55 0.75
H 1.15 -1.70 -1.12
H -1.62 0.84 1.35
H 2.50 -1.04 0.94
H -1.97 2.11 -0.63
H -1.49 -0.80 -1.07
```

Orbital gap (spin up / spin down), eV: 5.5 / 7.0
Spin multiplicity: 3
Total charge: 0
Highest occupied orbital energy (spin up / spin down), eV: -5.0067 / -9.4884
ΔE to the lowest compared entry with this formula, charge and spin, eV: 2.157


No. 7
DFT (ωB97M-V with the def2-TZVPD basis set) results for a cluster of 2 separate species, C2H5O2S in total.

```
10
C2H5O2S ωB97M-V with the def2-TZVPD basis set
C -0.70 -0.93 0.02
S 0.34 -2.43 0.16
H -0.14 -0.08 0.42
H -0.84 -0.72 -1.03
H -1.66 -1.08 0.49
O -1.07 2.18 -0.49
C 0.17 2.37 -0.43
O 1.01 1.87 0.34
H 0.56 3.10 -1.20
H -0.23 -2.97 1.24
```

Orbital gap, eV: 7.4
Total charge: -1
Highest occupied orbital energy, eV: -4.0790
ΔE to the lowest compared entry with this formula, charge and spin, eV: 0.571


No. 8
DFT (ωB97M-V with the def2-TZVPD basis set) results for a cluster of 2 separate species, C2H5O3 in total in a non-equilibrium geometry.

```
10
C2H5O3 ωB97M-V with the def2-TZVPD basis set
O -0.66 0.80 -2.94
H -0.76 0.72 -1.97
H -0.40 -0.10 -3.24
O -2.07 0.53 -0.56
O 0.00 0.00 0.00
C -1.22 -0.27 -0.01
C -1.80 -1.47 0.72
H -2.41 -1.15 1.59
H -0.97 -2.10 1.09
H -2.43 -2.07 0.05
```

Orbital gap, eV: 8.4
Total charge: -1
Highest occupied orbital energy, eV: -3.9744
ΔE to the lowest compared entry with this formula, charge and spin, eV: 0.418


No. 9
DFT (ωB97M-V with the def2-TZVPD basis set) results for a cluster of 2 separate species, C2H5O3 in total in a non-equilibrium geometry.

```
10
C2H5O3 ωB97M-V with the def2-TZVPD basis set
O 0.65 0.22 0.41
C -0.06 0.30 -0.62
O -0.14 -0.54 -1.55
C -1.03 1.49 -0.73
H -1.88 1.29 -1.35
H -1.41 1.65 0.28
H -0.64 2.47 -1.00
H 1.17 -2.59 0.90
H 1.67 -1.68 1.94
O 1.67 -2.63 1.73
```

Orbital gap, eV: 8.5
Total charge: -1
Highest occupied orbital energy, eV: -4.0421
ΔE to the lowest compared entry with this formula, charge and spin, eV: 0.365


No. 10
DFT (ωB97M-V with the def2-TZVPD basis set) results for a structure of composition C2H5O3PS in a non-equilibrium geometry.

```
12
C2H5O3PS ωB97M-V with the def2-TZVPD basis set
C 0.92 -0.60 1.34
C -1.15 -0.65 -0.15
O -0.84 1.82 -0.81
O -0.79 0.15 -2.63
O 1.11 0.34 -1.08
P 1.72 0.68 0.40
S -0.53 0.51 -1.28
H 0.65 -0.43 2.38
H 1.13 -1.63 1.09
H -1.17 -1.67 -0.49
H -1.92 -0.29 0.51
H 0.85 1.75 0.71
```

Orbital gap (spin up / spin down), eV: 8.3 / 7.6
Total charge: 0
Highest occupied orbital energy (spin up / spin down), eV: -9.4926 / -9.0453
ΔE to the lowest compared entry with this formula, charge and spin, eV: 4.972


No. 11
DFT (ωB97M-V with the def2-TZVPD basis set) results for a structure of composition C2H5OP in a non-equilibrium geometry.

```
9
C2H5OP ωB97M-V with the def2-TZVPD basis set
C -0.20 -0.63 0.61
C 0.50 0.37 -0.28
O -2.73 0.38 0.54
P -1.76 -0.27 -0.35
H 0.28 -1.67 0.58
H -0.18 -0.15 1.64
H -0.28 1.12 -0.37
H 1.44 0.89 -0.13
H 0.55 -0.06 -1.14
```

Orbital gap, eV: 9.3
Total charge: 0
Highest occupied orbital energy, eV: -9.3150
ΔE to the lowest compared entry with this formula, charge and spin, eV: 1.102


No. 12
DFT (ωB97M-V with the def2-TZVPD basis set) results for a cluster of 2 separate species, C2H5OP in total in a non-equilibrium geometry.

```
9
C2H5OP ωB97M-V with the def2-TZVPD basis set
C -1.80 0.11 -0.09
C 0.41 0.59 -0.13
O -2.11 -1.04 0.07
P 1.16 -1.04 0.00
H -2.58 0.83 -0.49
H 0.28 0.85 -1.19
H 0.77 1.27 0.62
H 1.48 -1.01 1.49
H 2.40 -0.58 -0.29
```

Orbital gap, eV: 9.2
Total charge: 0
Highest occupied orbital energy, eV: -8.7583
ΔE to the lowest compared entry with this formula, charge and spin, eV: 3.398


Which value of total charge does entry 6 give? 0